DFT (ωB97M-V/def2-TZVPD) results for a molecular structure, C24H20ClN4O4RuS3.

Computed properties:
⟨S²⟩: 8.77
DFT total energy, Eh: -3196.2772
HOMO-LUMO gap (alpha / beta), eV: 5.89 / 5.96

ORCA input file:
```
! wB97M-V def2-TZVPD RIJCOSX def2/J DEFGRID3
* xyz -2 6
Ru 0.18480 -0.02460 -0.03500
S -1.89880 1.21840 -0.97450
C -3.25830 0.35510 -0.36160
C -4.46460 1.05660 -0.31430
N -5.45750 1.64120 -0.25380
C -3.20710 -0.95860 0.09370
S -1.75110 -1.88070 0.14700
C -4.36780 -1.59780 0.53550
N -5.31000 -2.14670 0.91370
O 4.17410 -0.03500 -1.20150
C 3.18170 0.67940 -1.02740
O 1.99880 0.38970 -1.34550
C 3.43260 2.08680 -0.47510
C 4.72240 2.58270 -0.62760
C 5.08200 3.84360 -0.19600
C 4.12460 4.65030 0.40520
C 2.83710 4.18630 0.55720
C 2.46490 2.90760 0.11790
S 0.79440 2.49250 0.36770
H 5.44500 1.93500 -1.10610
H 6.09530 4.19980 -0.33060
H 4.38570 5.64690 0.74300
H 2.07230 4.80510 1.00980
C -1.26760 0.95380 2.90980
C -1.34470 1.07610 4.45040
N -0.32250 0.24870 5.08030
C 0.99140 0.69460 4.63040
C 1.08840 0.61120 3.09160
N -0.15970 0.06880 2.54630
C -0.39120 -1.25550 3.12820
C -0.51060 -1.13550 4.66270
H -1.09440 1.92470 2.43990
H -2.19220 0.53430 2.50490
H -2.31740 0.74790 4.82750
H -1.18570 2.10770 4.77470
H 1.74150 0.06160 5.11190
H 1.13660 1.72050 4.98110
H 1.90210 -0.04150 2.77000
H 1.24150 1.60210 2.65730
H 0.44250 -1.89530 2.83270
H -1.30710 -1.66710 2.69730
H 0.24180 -1.74280 5.17360
H -1.49790 -1.45990 5.00270
Cl 4.03770 -7.88960 0.38810
C 3.33720 -6.29970 0.27550
C 2.03640 -6.17050 -0.18060
C 1.48600 -4.90480 -0.26430
C 2.21920 -3.78990 0.12230
C 3.51970 -3.94230 0.58380
C 4.08950 -5.20270 0.65350
C 1.56240 -2.42680 0.03490
O 1.72610 -1.65270 1.00650
O 0.86470 -2.21380 -0.96530
H 1.46710 -7.04260 -0.46890
H 0.47500 -4.76160 -0.61430
H 4.07870 -3.06930 0.88520
H 5.10420 -5.33210 0.99920
*
```

=====

DFT (ωB97M-V/def2-TZVPD) results for a molecular structure, C24H20F9N2O13PS2W.

Computed properties:
DFT total energy, Eh: -4118.2987
Energy relative to the best compared isomer or geometry (same formula, charge and spin), kJ/mol: 53.5
HOMO-LUMO gap (alpha / beta), eV: 5.37 / 5.37

ORCA input file:
```
! wB97M-V def2-TZVPD RIJCOSX def2/J DEFGRID3
* xyz -2 1
W 0.12965 -1.28614 0.62611
O -3.05851 -6.47017 1.79959
C -2.27277 -5.36416 1.61764
C -1.01175 -5.45035 1.03887
C -0.29467 -4.28732 0.86338
N -0.78796 -3.10516 1.21850
C -1.96055 -3.02817 1.85083
C -2.74741 -4.13828 2.06347
C -2.20351 -1.64599 2.39643
O -3.18790 -1.39726 3.06313
O -1.20783 -0.85405 2.13920
C 1.11858 -4.16960 0.37551
O 1.77398 -5.15211 0.06121
O 1.51359 -2.94556 0.41938
H -2.60977 -7.22380 1.40359
H -0.56514 -6.38896 0.73306
H -3.69742 -4.03349 2.56723
O 5.72778 0.10299 -1.90112
C 4.51562 -0.16241 -1.33161
C 4.32292 -0.09349 0.04033
C 3.05956 -0.35324 0.52893
N 2.06358 -0.67249 -0.27599
C 2.25891 -0.83635 -1.57890
C 3.47696 -0.56560 -2.16208
C 1.09401 -1.51549 -2.27249
O 1.16780 -1.76988 -3.46494
O 0.16279 -1.83060 -1.45385
C 2.72091 -0.51330 1.99693
O 3.58947 -0.33800 2.83485
O 1.52054 -0.92566 2.17219
H 6.34474 0.33329 -1.19872
H 5.11641 0.12780 0.74420
H 3.61130 -0.71992 -3.22287
F -1.98176 -1.90948 -3.21073
C -2.33218 -0.78479 -2.58801
F -3.30387 -0.21659 -3.35266
F -1.29980 0.05347 -2.60671
C -2.85193 -1.05268 -1.12895
O -1.94660 -1.27107 -0.18747
C -3.75889 0.17669 -0.72450
F -3.20592 1.34212 -1.10284
F -4.99339 0.14104 -1.28355
F -3.93034 0.22690 0.58866
C -3.76902 -2.32712 -1.19407
F -3.03166 -3.43985 -1.21401
F -4.55541 -2.39410 -0.10514
F -4.58981 -2.38161 -2.26531
C -2.28225 3.75026 1.05634
C -1.08166 4.39465 0.38371
C -1.14220 4.28470 -1.13098
O 0.20097 3.90936 0.83661
P 0.53180 2.46902 1.50567
S 0.01043 2.29576 3.35391
S -0.17491 1.15118 0.11313
O 2.14073 2.53217 1.42929
C 3.00043 3.12608 0.44585
C 2.55629 2.91971 -0.99184
C 3.23173 4.59251 0.78060
H -3.18377 4.24400 0.68375
H -2.23259 3.85770 2.13797
H -2.34875 2.68784 0.82259
H -1.05695 5.45401 0.66107
H -1.14694 3.23836 -1.43604
H -0.28161 4.78126 -1.58437
H -2.05314 4.76279 -1.49926
H 3.94189 2.58675 0.58894
H 1.63120 3.45532 -1.20275
H 2.39026 1.86632 -1.20597
H 3.34128 3.29309 -1.65582
H 2.32081 5.16621 0.62003
H 4.02584 4.99640 0.14576
H 3.52776 4.69452 1.82510
*
```

=====

DFT (ωB97M-V/def2-TZVPD) results for a molecular structure, C24H21CeNO4.

Computed properties:
⟨S²⟩: 0.75
DFT total energy, Eh: -1757.7443
Energy relative to the best compared isomer or geometry (same formula, charge and spin), kJ/mol: 42.5
HOMO-LUMO gap (alpha / beta), eV: 5.75 / 5.74

ORCA input file:
```
! wB97M-V def2-TZVPD RIJCOSX def2/J DEFGRID3
* xyz 1 2
Ce 0.06225 -0.24363 -0.28432
C 2.72740 -5.18532 -5.80317
O 2.83090 -4.06321 -4.93527
C 1.77436 -3.74011 -4.18227
C 0.58000 -4.47641 -4.14583
C -0.44159 -4.03165 -3.35105
C -0.33133 -2.89010 -2.52963
C -1.43126 -2.53658 -1.68041
C -2.82618 -2.97762 -2.01364
O -1.29244 -1.88310 -0.60110
C 0.88820 -2.12310 -2.59733
O 1.03925 -0.97105 -1.99155
C 1.91167 -2.59226 -3.41956
H 3.65821 -5.21171 -6.36117
H 1.89349 -5.07885 -6.49932
H 2.61786 -6.11771 -5.24428
H 0.45355 -5.37335 -4.73437
H -1.35764 -4.60678 -3.31678
H -3.02791 -2.91148 -3.08004
H -3.52312 -2.34441 -1.46909
H -2.98472 -4.00857 -1.68918
H 2.82211 -2.01194 -3.49422
C 0.60821 4.57465 -3.51549
C 1.29415 3.93105 -2.46601
C 0.65541 2.98503 -1.71565
C -0.69550 2.61870 -1.95419
C -1.33456 1.62467 -1.13672
C -2.65902 1.36229 -1.45299
C -3.35327 2.01065 -2.49872
C -2.72621 2.94490 -3.26988
C -1.37705 3.27971 -3.01075
C -0.69275 4.25254 -3.77789
H 1.11832 5.32713 -4.10197
H 2.32055 4.20301 -2.25444
H 1.17496 2.51260 -0.88108
H -3.22131 0.63167 -0.87102
H -4.38806 1.74973 -2.68768
H -3.24462 3.43795 -4.08336
H -1.22913 4.74427 -4.58147
O 1.33755 -0.78643 1.33267
N 1.99268 -1.75165 0.68489
C 1.44200 -2.98450 0.55135
C 2.15156 -4.00374 -0.03277
C 3.43919 -3.78305 -0.50064
C 3.96864 -2.50253 -0.38264
C 3.23379 -1.50648 0.20466
H 0.44826 -3.09863 0.95893
H 1.69307 -4.97830 -0.12264
H 4.01586 -4.58048 -0.94556
H 4.96138 -2.27913 -0.74605
H 3.58716 -0.49506 0.34174
*
```

=====

DFT (ωB97M-V/def2-TZVPD) results for a molecular structure, C24H21Cl3F3N6O2Ru.

Computed properties:
⟨S²⟩: 0.78
DFT total energy, Eh: -3180.7561
Energy relative to the best compared isomer or geometry (same formula, charge and spin), kJ/mol: 0.0
HOMO-LUMO gap (alpha / beta), eV: 8.11 / 6.26

ORCA input file:
```
! wB97M-V def2-TZVPD RIJCOSX def2/J DEFGRID3
* xyz 2 2
Ru 0.08332 0.84013 -0.28485
C 3.14136 1.28893 -3.50646
C 2.51809 1.55605 -2.17034
O 1.56774 0.83801 -1.80839
N 3.03141 2.55642 -1.45137
C 2.61810 2.95002 -0.10982
C 1.34337 3.75544 -0.14599
C 1.36654 5.13136 0.00228
C 0.20599 5.86133 -0.20179
C -0.94092 5.18562 -0.57884
C -0.89331 3.80833 -0.68115
N 0.20965 3.08796 -0.44223
H 3.20690 0.21333 -3.65194
H 4.12742 1.73572 -3.61085
H 2.48464 1.68895 -4.28042
H 3.77155 3.08529 -1.88403
H 3.42595 3.54327 0.31236
H 2.50987 2.05723 0.49941
H 2.29350 5.62617 0.25887
H 0.20433 6.93711 -0.08905
H -1.86194 5.70972 -0.79002
H -1.77625 3.25479 -0.96981
C 1.93757 0.04228 4.11703
N 0.66340 0.52393 3.56309
C -0.40854 0.83454 4.34340
C -1.57793 1.26560 3.82066
C -1.68362 1.36248 2.40447
N -0.62620 1.04872 1.65406
C 0.55129 0.66150 2.21611
O 1.48843 0.44298 1.42172
N -2.80568 1.74879 1.80633
H 1.87081 0.06484 5.20017
H 2.74670 0.68588 3.78251
H 2.12339 -0.97337 3.77626
H -0.26367 0.71721 5.40819
H -2.41159 1.50993 4.46024
H -3.63295 1.95280 2.34095
H -2.86235 1.77166 0.80203
Cl -5.01602 1.74079 -1.84599
C -3.98570 0.39128 -2.35898
Cl -4.60953 -1.13725 -1.74172
Cl -3.80793 0.35843 -4.10412
C -2.66541 0.61884 -1.75367
N -1.65519 0.84708 -1.26856
F 0.52534 -8.38650 -1.74179
C -0.52236 -7.93638 -1.03839
F -1.63821 -8.32756 -1.65994
F -0.48767 -8.52768 0.16418
C -0.45565 -6.43417 -0.89047
C -1.47488 -5.62388 -1.37485
C -1.38716 -4.25443 -1.22637
C -0.27687 -3.67803 -0.58630
C 0.74594 -4.51609 -0.10054
C 0.65458 -5.88091 -0.25573
C -0.17970 -2.28425 -0.44036
C -0.05583 -1.05862 -0.33698
H -2.33086 -6.06153 -1.86803
H -2.17458 -3.61851 -1.60757
H 1.60679 -4.08127 0.38828
H 1.44452 -6.52034 0.11513
*
```